*1*
ORCA calculation (ωB97M-V/def2-TZVPD) on a structure of composition C32H37N7O14P2STeTi.

Geometry as ORCA input:
```
! RIJCOSX wB97M-V def2-TZVPD def2/J DEFGRID3
* xyz -1 2
Te -0.81031 -0.07158 -2.34331
Ti 0.12908 0.24325 2.04533
S -4.75080 -1.16243 0.83820
P 2.67350 -1.47308 2.52802
P 1.79179 0.80869 4.49956
O 1.88375 -0.58898 1.55927
O 0.34044 1.74561 0.78877
O -2.18780 7.30667 1.66103
O 0.56147 -0.20874 4.64092
O 1.49183 1.61519 3.23676
O -0.60034 -1.49136 2.57870
O -2.96873 7.19513 3.66211
O -0.36228 3.43199 -0.46397
O 2.24563 1.48036 5.72686
O 4.15925 -1.60156 1.86079
O -1.91355 1.38286 5.34854
O 2.17080 -2.75920 3.01384
O -1.21686 1.29738 2.85244
O -2.38386 3.28155 6.22060
N 3.98939 0.76018 3.09869
N -0.45127 2.79598 0.60763
N -0.80115 -0.64364 0.53796
N -2.42550 6.70536 2.68965
N -4.37286 1.19218 1.98079
N -2.05012 2.60161 5.27439
N -3.57374 -0.60163 3.15136
C -0.33432 0.15548 -7.28773
C 1.07610 1.98703 -4.29307
C -1.23097 -3.06601 0.86941
C 3.21859 -1.78294 -1.88294
C -0.59202 0.07142 -4.48115
C -1.47377 4.69503 1.63772
C 3.37000 0.52388 -1.25028
C -1.98771 -3.28702 -0.27656
C -2.21580 4.62437 3.94438
C 2.02040 0.67577 -1.54093
C -4.18994 -0.14985 2.04265
C -1.87180 3.27337 3.98973
C -2.28021 -1.83542 -4.72428
C -1.09351 3.36466 1.70384
C -0.21225 0.21937 -8.78719
C 0.37627 1.02907 -6.47848
C -1.37164 2.58361 2.86882
C -0.77703 -4.13687 1.63236
C 0.25938 1.00696 -5.09118
C -0.89449 -1.68486 1.28242
C 3.97109 -0.71226 -1.42070
C 1.09955 -2.83142 -2.70147
C 3.17505 -0.28660 3.85456
C -1.82488 -5.65680 0.09135
C -2.28659 -4.58347 -0.66156
C -1.07033 -5.43388 1.23553
C -1.18324 -0.75356 -6.67538
C -2.03747 5.29091 2.76000
C 1.86299 -1.64744 -2.17972
C 1.26104 -0.39544 -1.99951
C -1.32827 -0.80862 -5.29054
C 4.01388 -0.92931 4.94170
H 1.04173 1.75527 -6.93667
H 0.25610 -3.06637 -2.05214
H -4.69442 1.55449 1.10125
H -2.97650 -1.39970 -4.00907
H -2.61039 5.12132 4.81477
H 0.69546 -2.61970 -3.69414
H 5.02611 -0.84519 -1.20714
H 0.52491 2.34457 -3.42211
H 4.21420 -0.21589 5.74274
H 4.17386 -2.27219 1.16680
H -2.85947 -2.29335 -5.52740
H 1.74377 -3.70925 -2.76915
H 4.94933 -1.32539 4.54106
H 3.94424 1.37428 -0.90006
H -0.24237 0.23125 4.98202
H 4.57734 0.30854 2.39276
H -0.78907 1.05469 -9.19163
H -3.03840 0.02367 3.73682
H -2.33885 -2.43456 -0.84294
H -3.23279 -1.54791 3.11823
H 3.45247 -1.76536 5.35702
H -2.88362 -4.75796 -1.54824
H 1.35692 2.84240 -4.90948
H -2.05831 -6.67008 -0.21313
H -1.75642 -1.44050 -7.29090
H -0.17450 -3.93481 2.50885
H -3.85245 1.80786 2.58358
H 1.54405 1.63564 -1.39967
H -0.58308 -0.69459 -9.25191
H -0.70929 -6.27157 1.81923
H 3.27722 1.37593 2.64951
H -1.31107 5.24887 0.72706
H 4.55020 1.31530 3.74374
H 3.69202 -2.74782 -2.03556
H -1.74254 -2.62533 -4.19375
H 1.99241 1.52194 -3.92318
H 0.82530 0.36054 -9.09390
*
```

Summary:
Orbital gap (alpha / beta), eV: 5.91 / 6.26
Molecular weight, g mol⁻¹: 1013.17

*2*
ORCA calculation (ωB97M-V/def2-TZVPD) on a structure of composition C32H37N7O14P2STeTi.

Geometry as ORCA input:
```
! RIJCOSX wB97M-V def2-TZVPD def2/J DEFGRID3
* xyz -1 2
Te 0.65189 3.18063 -0.05504
Ti 1.29555 -0.74239 0.33547
S -1.54962 0.65535 3.31066
P 0.57572 -1.75637 -2.48487
P -1.41050 -2.19865 -0.00361
O 1.31341 -4.95476 -0.34598
O 1.66223 -0.47207 2.16742
O 0.20300 -1.36186 -3.86503
O 6.14395 -4.01509 4.62691
O 3.52058 -0.22539 3.36295
O 1.68138 -2.88820 -2.43420
O 5.80898 -5.94144 3.73153
O 3.26602 -0.63563 -0.04759
O 2.69028 -6.47450 0.26882
O -2.88812 -2.03274 -0.02425
O 1.60933 -2.55347 0.61072
O 0.92786 -0.59540 -1.56406
O -0.97772 -3.51561 0.77905
O -0.64014 -0.97143 0.48551
N -2.08175 -1.67467 -2.53276
N -2.44367 -1.82269 2.98645
N -0.35645 -1.61065 3.94095
N 5.56989 -4.75668 3.85914
N 2.26787 -5.34232 0.34786
N 2.82209 -0.95070 2.63434
N 1.96715 1.14601 0.11870
C 6.81086 2.84438 -0.62816
C 0.00181 5.31826 -0.18453
C -1.18523 -3.97192 -2.23837
C 4.41810 1.47288 -0.25177
C -0.12434 3.83814 2.86949
C 3.15387 -2.29475 2.40855
C 0.90956 3.37178 2.04149
C -1.49615 4.20980 2.36521
C 2.05240 6.15383 1.09931
C 4.15596 -2.84122 3.18790
C 4.40476 2.79002 -0.69862
C 4.49879 -4.17546 3.01611
C 3.88405 -4.97430 2.10505
C 5.59958 3.47305 -0.88408
C 2.50194 -3.07807 1.38798
C -1.16700 5.63557 -0.89661
C 6.82714 1.52958 -0.17921
C 2.12708 2.99771 2.60176
C 0.24267 7.67399 0.32478
C -0.94802 7.98128 -0.31764
C -1.42373 -1.00320 3.36384
C 2.88403 -4.42632 1.29490
C 0.12915 3.94720 4.23749
C -1.01543 -2.51522 -1.81835
C 1.34808 3.58667 4.78866
C -1.96154 4.56044 -1.60160
C 5.63447 0.84730 0.01251
C -1.63211 6.94904 -0.94349
C 2.35090 3.09736 3.96642
C 3.15883 0.69411 -0.06508
C 0.73411 6.36947 0.39004
C -1.46944 9.39849 -0.33815
H 1.62097 -3.50749 -1.68683
H -1.32822 3.99453 -2.28781
H 3.29931 2.76987 4.37578
H -2.78553 4.99461 -2.17124
H -0.16057 -3.93209 0.44622
H 1.90637 6.02829 2.17565
H 3.45743 3.26348 -0.91948
H -1.57913 -1.02061 -3.15595
H -2.22244 4.15148 3.17845
H -1.80697 3.52557 1.57380
H -1.02882 -4.06142 -3.31623
H -0.15177 -2.57077 3.71290
H -1.50947 5.22195 1.95598
H 2.91486 2.60953 1.96969
H 4.16215 -6.00948 1.99516
H 4.65183 -2.22299 3.91987
H -2.66553 -2.27226 -3.11295
H 0.81237 8.47497 0.79255
H 0.43024 -1.00280 4.10095
H 7.74168 3.37962 -0.77461
H 5.62759 -0.17790 0.35805
H -2.37280 3.84777 -0.88174
H 5.57922 4.49932 -1.23008
H 2.70986 7.01248 0.94345
H -1.61271 9.77177 0.67840
H -0.66535 4.30810 4.88334
H -0.76610 10.06947 -0.83721
H 7.77115 1.03534 0.01777
H -2.42503 9.45713 -0.86058
H -2.55249 7.17060 -1.47938
H 1.50792 3.67401 5.85734
H -2.23514 -2.78630 2.77136
H -0.46362 -4.61905 -1.74921
H 2.55381 5.25732 0.73716
H -3.11714 -1.40053 2.36681
H -2.68315 -1.26578 -1.79970
H -2.18465 -4.32914 -1.97670
*
```

Summary:
Orbital gap (alpha / beta), eV: 4.83 / 4.89
Molecular weight, g mol⁻¹: 1013.17

Bottom line: *1*, by a margin of 0.503 eV.

*1*
ORCA calculation (ωB97M-V/def2-TZVPD) on the molecule C2H2N2O.

Geometry as ORCA input:
```
! RIJCOSX wB97M-V def2-TZVPD def2/J DEFGRID3
* xyz 0 1
O 0.81653 0.71895 -1.17637
N 1.14469 0.05647 0.97641
N -2.01812 -0.78575 0.12778
C -0.96071 -0.32369 -0.01613
C 0.42345 0.18413 -0.16886
H 0.74306 -0.31248 1.82685
H 2.06235 0.50318 0.96476
*
```

Summary:
Orbital gap, eV: 11.69
SMILES: N#CC(N)=O
Molecular weight, g mol⁻¹: 70.05

*2*
ORCA calculation (ωB97M-V/def2-TZVPD) on a cluster of 2 separate species, C2H2N2O in total.

Geometry as ORCA input:
```
! RIJCOSX wB97M-V def2-TZVPD def2/J DEFGRID3
* xyz 0 1
O 2.22859 0.41154 0.06544
N -0.73677 1.17236 0.16025
N -0.89095 -0.04638 -0.03846
C 0.11927 -0.92802 0.02336
C 1.32518 -0.32586 0.02940
H -0.00281 -1.94161 -0.08726
H -2.04252 1.65797 -0.15274
*
```

Summary:
Orbital gap, eV: 9.27
Molecular weight, g mol⁻¹: 70.05

Bottom line: *1*, by a margin of 4.052 eV.

*1*
ORCA calculation (ωB97M-V/def2-TZVPD) on a cluster of 2 separate species, C2H2N2O in total.

Geometry as ORCA input:
```
! RIJCOSX wB97M-V def2-TZVPD def2/J DEFGRID3
* xyz 0 1
O 0.56751 -1.41218 0.04912
N -1.69665 -0.05099 -0.84856
N -2.11387 0.54135 -0.04420
C 0.95783 0.97961 0.54856
C 0.86741 -0.19162 0.19805
H 0.44830 -1.73883 -0.88527
H 0.96947 1.87266 0.98231
*
```

Summary:
Orbital gap, eV: 10.00
SMILES: C#CO.N#N
Molecular weight, g mol⁻¹: 70.05

*2*
ORCA calculation (ωB97M-V/def2-TZVPD) on a structure of composition C2H2N2O.

Geometry as ORCA input:
```
! RIJCOSX wB97M-V def2-TZVPD def2/J DEFGRID3
* xyz 0 1
O 1.51631 0.06402 1.50957
N 0.59331 0.51298 0.56307
N -1.37049 0.11523 -2.10851
C -0.31072 -0.38818 0.32764
C -1.05816 -0.34620 -0.97087
H -0.14631 -1.59126 0.89209
H 1.66935 1.08793 1.70883
*
```

Summary:
Orbital gap, eV: 10.17
Molecular weight, g mol⁻¹: 70.05

*3*
ORCA calculation (ωB97M-V/def2-TZVPD) on a cluster of 2 separate species, C2H2N2O in total.

Geometry as ORCA input:
```
! RIJCOSX wB97M-V def2-TZVPD def2/J DEFGRID3
* xyz 0 1
O 1.53187 2.07235 0.47419
N 3.95735 -0.51315 0.26874
N 3.52525 -1.36186 -0.25607
C 0.23617 0.37746 -0.66266
C 0.87343 1.24573 -0.00785
H -0.51716 0.53776 -1.36622
H 0.51720 -0.56794 -0.36331
*
```

Summary:
Orbital gap, eV: 10.56
SMILES: C=C=O.N#N
Molecular weight, g mol⁻¹: 70.05

Bottom line: *3*, by a margin of 1.742 eV.